{"formula": "C54H72N3O39P3", "method": "ωB97M-V/def2-TZVPD", "fmax_ev_per_a": 5.984, "e_tot_ev": -169349.7267, "smiles": "O=C1C=C(O)C(=O)C=C1O.O=C1C=C(O)C(=O)C=C1O.O=C1C=C(O)C(=O)C=C1O.O=C1C=C(O)C(=O)C=C1O.O=C1C=C(O)C(=O)C=C1O.O=C1C=C(O)C(=O)C=C1O.COP(=O)(OC)OC.COP(=O)(OC)OC.COP(=O)(OC)OC.CN(C)C=O.CN(C)C=O.CN(C)C=O", "orbital_gap_ha": 0.2643, "species": ["O", "C", "C", "C", "O", "C", "O", "C", "C", "O", "H", "H", "H", "H", "O", "C", "C", "C", "O", "C", "O", "C", "C", "O", "H", "H", "H", "H", "O", "C", "C", "C", "O", "C", "O", "C", "C", "O", "H", "H", "H", "H", "O", "C", "C", "C", "O", "C", "O", "C", "C", "O", "H", "H", "H", "H", "O", "C", "C", "C", "O", "C", "O", "C", "C", "O", "H", "H", "H", "H", "O", "C", "C", "C", "O", "C", "O", "C", "C", "O", "H", "H", "H", "H", "C", "O", "P", "O", "O", "C", "O", "C", "H", "H", "H", "H", "H", "H", "H", "H", "H", "C", "O", "P", "O", "O", "C", "O", "C", "H", "H", "H", "H", "H", "H", "H", "H", "H", "C", "O", "P", "O", "O", "C", "O", "C", "H", "H", "H", "H", "H", "H", "H", "H", "H", "C", "N", "C", "C", "O", "H", "H", "H", "H", "H", "H", "H", "C", "N", "C", "C", "O", "H", "H", "H", "H", "H", "H", "H", "C", "N", "C", "C", "O", "H", "H", "H", "H", "H", "H", "H"], "xyz": [[0.8197, 1.7135, 0.5692], [0.5084, 0.6816, 0.0287], [1.1850, 0.1660, -1.1336], [0.8169, -0.8706, -1.9072], [1.4523, -1.2275, -3.0486], [-0.4607, -1.6595, -1.6192], [-0.8159, -2.6935, -2.2305], [-1.0643, -1.2264, -0.3201], [-0.6265, -0.1383, 0.4278], [-1.1809, 0.1168, 1.6363], [2.0857, 0.7083, -1.3809], [1.0280, -2.0374, -3.3412], [-1.9607, -1.7274, 0.0144], [-0.6866, 0.8478, 2.0145], [-8.2102, 3.2581, 7.6361], [-7.6573, 3.1219, 6.5734], [-6.8452, 1.9129, 6.3510], [-6.1618, 1.7262, 5.2009], [-5.6296, 0.5244, 4.9718], [-6.1877, 2.6427, 3.9996], [-5.7935, 2.3711, 2.8200], [-6.9503, 3.8986, 4.2488], [-7.6262, 4.0930, 5.4156], [-8.5552, 5.1695, 5.5275], [-6.7640, 1.2432, 7.1944], [-5.1925, 0.5588, 4.1178], [-6.9292, 4.5870, 3.4170], [-8.6777, 5.2638, 6.4750], [-1.2503, 9.0691, 4.8768], [-1.2643, 8.3570, 3.8503], [-0.0717, 7.8911, 3.1071], [-0.2105, 7.0032, 2.0673], [0.9324, 6.7324, 1.3444], [-1.5521, 6.3516, 1.6679], [-1.7608, 5.5640, 0.7172], [-2.6506, 6.8091, 2.4428], [-2.5462, 7.7003, 3.4235], [-3.7156, 8.1287, 3.9603], [0.8645, 8.3127, 3.4420], [0.7910, 6.0419, 0.6926], [-3.5980, 6.5408, 1.9991], [-3.4136, 8.8501, 4.5172], [7.7010, -1.2050, 3.2852], [6.8912, -0.6529, 3.9949], [7.1094, -0.3165, 5.4732], [6.4151, 0.5663, 6.2116], [6.7485, 0.8369, 7.5137], [5.2212, 1.2706, 5.6509], [4.6176, 2.1913, 6.1543], [4.7693, 0.5848, 4.4267], [5.4899, -0.2857, 3.6802], [4.9688, -0.7555, 2.5455], [7.9235, -0.8512, 5.9397], [7.6244, 0.5030, 7.7208], [3.8126, 0.9155, 4.0501], [4.1323, -1.1900, 2.7270], [6.1943, -1.7028, -2.4349], [6.8002, -0.8965, -3.0514], [6.5122, -0.7886, -4.4999], [7.2319, 0.0790, -5.2604], [6.9027, 0.1767, -6.5383], [8.3798, 0.8402, -4.7402], [9.1015, 1.5285, -5.5235], [8.5625, 0.7740, -3.3837], [7.8187, -0.0105, -2.5825], [7.7774, 0.1752, -1.2310], [5.6628, -1.2905, -4.9392], [7.5306, 0.6905, -7.0514], [9.2770, 1.4740, -2.9766], [7.2229, -0.4716, -0.7886], [-2.1993, -8.5454, -1.7688], [-3.2832, -8.0453, -1.6110], [-3.3889, -6.9659, -0.6253], [-4.4909, -6.1645, -0.4255], [-4.5506, -5.1921, 0.5283], [-5.7713, -6.3625, -1.1587], [-6.7367, -5.5470, -1.0303], [-5.7401, -7.5987, -2.0216], [-4.6211, -8.3678, -2.2204], [-4.5954, -9.4767, -2.9892], [-2.5315, -6.8650, 0.0236], [-5.4931, -5.0588, 0.6524], [-6.6134, -7.8150, -2.6191], [-5.4908, -9.8223, -3.0117], [0.8166, -7.9722, -5.9292], [0.5794, -7.2233, -7.0144], [0.1166, -5.6491, -6.9063], [0.9293, -4.7840, -5.9902], [0.0817, -5.2310, -8.4665], [1.2338, -4.6890, -9.0425], [-1.4558, -5.7784, -6.5504], [-2.2103, -6.4015, -7.6425], [0.9478, -7.2857, -5.0928], [1.6866, -8.6289, -5.9258], [0.0019, -8.6038, -5.5751], [1.6728, -5.4937, -9.6323], [1.9183, -4.2234, -8.3334], [0.9019, -3.9963, -9.8159], [-2.9950, -5.7729, -8.0635], [-2.7763, -7.2238, -7.2047], [-1.5888, -6.7454, -8.4692], [1.5875, -7.1251, 4.9292], [2.3004, -5.9536, 5.4601], [1.9443, -4.3955, 5.0607], [2.2446, -4.0540, 3.6460], [2.8640, -3.4863, 6.0117], [3.0175, -3.8875, 7.3419], [0.4373, -4.1182, 5.5652], [-0.6462, -4.5821, 4.7709], [0.8040, -7.5112, 5.5812], [2.2797, -7.9331, 4.6922], [1.0406, -6.7697, 4.0559], [3.5937, -3.2651, 8.0265], [3.6283, -4.7882, 7.2805], [2.0945, -4.1556, 7.8561], [-0.3613, -5.2989, 4.0007], [-1.1333, -3.7030, 4.3490], [-1.3008, -5.1018, 5.4706], [6.9734, 4.7032, -0.5787], [7.7316, 5.4430, -1.5217], [7.2268, 6.8888, -2.1065], [5.8329, 6.9459, -2.7018], [8.3909, 7.2123, -3.1688], [8.5390, 6.3933, -4.1932], [7.3831, 7.9018, -0.8328], [7.1337, 9.3442, -0.8184], [6.3326, 5.2751, 0.0924], [7.5649, 4.0748, 0.0871], [6.2861, 3.9950, -1.0415], [7.5600, 5.9995, -4.4663], [9.2937, 5.6123, -4.1002], [8.8483, 7.0236, -5.0270], [8.0001, 9.9135, -1.1548], [6.8404, 9.6250, 0.1932], [6.2331, 9.4896, -1.4150], [-6.1902, -3.8044, -5.6099], [-5.7797, -2.7868, -6.5931], [-6.5191, -2.5227, -7.8182], [-4.6824, -2.0521, -6.3902], [-4.1767, -1.2125, -7.1468], [-5.9573, -4.8447, -5.8372], [-7.2731, -3.9115, -5.6743], [-5.8203, -3.4816, -4.6368], [-6.4271, -3.3569, -8.5137], [-7.5845, -2.3326, -7.6891], [-6.2943, -1.5847, -8.3258], [-4.2333, -2.3164, -5.4203], [-0.2872, 5.7856, 8.1448], [-0.8073, 4.7421, 7.2354], [-2.2332, 4.4542, 7.3210], [0.0273, 4.1651, 6.2572], [-0.3693, 3.2629, 5.4782], [0.8018, 5.7405, 8.1360], [-0.4946, 5.5868, 9.1963], [-0.6798, 6.7412, 7.7973], [-2.5616, 3.7496, 6.5569], [-2.4449, 3.9627, 8.2707], [-2.8849, 5.3272, 7.2866], [1.0535, 4.5638, 6.2653], [-5.1714, 1.4399, -2.7962], [-6.4731, 1.1429, -3.4333], [-6.6455, 1.7647, -4.7393], [-7.4619, 0.5195, -2.7408], [-8.6179, 0.4567, -3.1121], [-4.3584, 1.0391, -3.4016], [-5.0430, 0.8253, -1.9052], [-4.8296, 2.4508, -2.5737], [-6.0806, 1.2299, -5.5028], [-7.6791, 1.6662, -5.0711], [-6.5259, 2.8479, -4.7172], [-7.0881, -0.0065, -1.8487]], "forces_ev_per_a": [[0.0, 0.4, 0.9], [0.2, -0.5, -1.5], [1.4, 0.0, -1.1], [-0.7, -0.3, -1.2], [0.0, 0.7, 1.3], [-0.2, -1.7, 1.4], [1.1, 3.1, 1.0], [0.0, 1.7, 0.2], [-1.9, -2.8, 0.4], [0.0, -0.3, -1.0], [0.1, 0.0, -0.2], [-0.3, -0.6, -0.4], [0.1, -0.3, 0.1], [0.2, 0.6, 0.3], [-0.8, 1.2, -0.1], [1.9, -1.4, -0.5], [0.4, 1.1, -0.6], [-0.6, -1.3, -0.3], [0.6, 0.0, 0.3], [-0.7, 0.9, -2.6], [-0.7, 0.1, 4.5], [0.3, -0.5, 1.0], [-2.1, 2.0, -1.1], [2.3, -1.9, -0.4], [-0.1, -0.3, -0.2], [0.3, -0.1, -0.5], [-0.4, 0.2, 0.2], [-0.4, 0.1, 0.5], [-0.2, -1.0, -2.4], [0.8, -0.7, 1.9], [-1.4, -0.2, -0.4], [2.0, 0.2, -0.4], [-1.4, 0.3, 1.1], [0.1, -1.0, -1.7], [1.8, 1.8, 2.0], [-0.4, 0.0, -0.4], [-1.7, 0.4, -0.5], [1.3, 0.1, 0.1], [0.2, -0.1, -0.4], [-0.4, -0.3, -0.2], [-0.3, -0.2, 0.5], [-0.4, 0.6, 0.8], [-0.7, 0.5, 0.4], [0.0, 0.2, 2.2], [0.6, -0.1, -0.7], [1.3, -0.2, 0.9], [-0.8, 0.4, -0.8], [-0.4, -0.9, -0.1], [0.6, -0.3, 0.0], [0.3, 0.1, -0.5], [-1.1, 1.3, -0.1], [0.2, -0.8, -0.9], [0.3, 0.0, 0.0], [0.1, -0.2, -0.1], [-0.1, 0.0, -0.1], [-0.3, 0.0, -0.1], [-0.9, -1.5, 3.0], [-0.9, -0.4, -5.1], [0.9, 1.6, -0.1], [-1.3, -1.6, -0.1], [-0.3, 0.0, -0.8], [1.5, 1.5, -4.3], [-2.0, -1.7, 1.7], [0.9, 0.1, 3.4], [0.5, 2.0, 3.0], [1.3, 0.4, -1.1], [0.1, -0.3, 0.2], [0.5, 0.4, 0.2], [0.1, -0.1, 0.3], [-0.4, -0.6, -0.2], [-0.5, -1.0, -0.9], [-0.3, 1.7, 1.4], [-1.6, 1.7, 0.9], [1.3, -0.5, 0.8], [0.7, -1.1, -0.7], [-1.8, 0.7, -0.8], [3.0, -2.9, -0.3], [0.7, 0.4, 0.0], [-0.6, 0.1, -0.4], [-0.1, 0.3, 0.5], [0.1, 0.3, -0.1], [-0.5, 0.6, 0.0], [-0.2, -0.1, 0.1], [-0.2, -0.2, -0.4], [0.3, -0.8, 4.2], [-0.6, 2.5, -3.3], [0.5, 0.1, 0.7], [-1.5, -1.6, -1.5], [-0.8, -0.5, 2.3], [0.6, 0.0, -1.6], [0.8, 0.2, -1.5], [-0.8, -0.5, 0.4], [0.4, -0.2, 0.5], [0.2, 0.3, -0.8], [-0.5, -0.1, -0.6], [0.7, 0.0, 0.3], [-0.1, -0.1, -0.1], [0.0, 0.4, 0.4], [0.4, 0.7, 0.2], [0.4, -0.3, 0.1], [0.0, -0.1, 0.3], [-0.4, 1.3, -0.4], [-0.5, 0.7, 0.2], [0.8, -0.2, -1.4], [-0.8, -0.5, 1.4], [-1.2, -0.1, -0.7], [0.9, -2.0, 1.5], [1.9, -0.2, 0.0], [-0.6, -0.1, 0.3], [0.3, 0.3, 0.6], [0.2, 0.4, 0.0], [0.4, -0.5, -0.4], [-0.2, 1.0, -0.8], [-0.1, -0.3, 0.4], [-0.2, 0.2, -0.2], [0.1, 0.3, -0.1], [-0.1, -0.3, -0.2], [-0.3, 0.1, -0.2], [-1.3, -0.8, 0.8], [-0.3, 1.7, -0.3], [-2.3, 0.4, 0.4], [2.8, -0.4, 1.2], [-0.7, 2.5, 5.4], [0.0, -1.7, -4.3], [0.9, -0.8, -1.0], [-0.9, -1.1, -0.4], [0.2, 0.7, -0.2], [0.8, 0.4, -0.4], [0.1, 0.1, -0.6], [0.1, -0.6, -0.3], [-0.1, -0.1, 0.5], [0.1, -0.2, -0.3], [-0.1, -0.2, -0.1], [0.4, -0.3, 0.1], [0.3, 0.4, -0.3], [-0.8, 0.4, -0.9], [-0.6, 0.1, -0.7], [-1.0, -0.2, -0.5], [1.6, 1.0, -0.3], [-1.0, -1.1, 1.0], [1.1, 0.1, -0.2], [-0.2, 0.8, 0.6], [-0.3, -0.4, 0.0], [0.1, 0.1, -0.1], [-0.3, -0.6, 0.8], [1.1, -0.2, 0.3], [0.3, 0.2, 0.1], [0.2, -0.9, -0.8], [1.2, -0.1, -0.8], [0.1, -0.7, 0.2], [-2.8, -1.6, -0.2], [1.2, 2.4, 1.8], [0.0, 0.3, -0.5], [-0.7, 0.0, -0.1], [0.2, 0.2, 0.4], [0.4, 0.2, -0.2], [0.0, 0.0, 0.2], [0.3, 0.4, -0.2], [-0.1, -0.1, 0.0], [0.6, -1.8, -0.2], [1.5, 1.3, 0.5], [-1.5, -0.4, -0.1], [-0.3, 0.1, -0.8], [0.2, -0.2, 0.2], [-0.1, 0.0, -0.6], [-0.4, 0.2, 0.3], [-1.1, 0.4, -0.1], [0.5, 0.4, 0.1], [-0.2, -0.3, 0.3], [0.7, -0.1, 0.0], [0.0, 0.2, 0.2]], "lowdin_charge": [0.134, -0.370, 0.060, -0.204, 0.109, -0.263, 0.083, 0.088, -0.213, 0.104, 0.135, 0.104, 0.120, 0.108, 0.123, -0.338, 0.072, -0.233, 0.104, -0.249, 0.074, 0.075, -0.149, 0.057, 0.134, 0.109, 0.130, 0.090, 0.075, -0.284, 0.073, -0.151, 0.086, -0.291, 0.090, 0.037, -0.220, 0.101, 0.128, 0.112, 0.143, 0.099, 0.136, -0.297, 0.071, -0.225, 0.081, -0.323, 0.136, 0.081, -0.249, 0.093, 0.121, 0.110, 0.136, 0.126, 0.162, -0.372, 0.099, -0.246, 0.112, -0.325, 0.076, 0.056, -0.190, 0.114, 0.135, 0.117, 0.147, 0.113, 0.147, -0.332, 0.080, -0.217, 0.086, -0.265, 0.067, 0.075, -0.212, 0.105, 0.130, 0.097, 0.120, 0.119, -0.182, -0.211, 0.493, -0.244, -0.239, -0.111, -0.205, -0.090, 0.083, 0.093, 0.090, 0.091, 0.091, 0.092, 0.085, 0.087, 0.079, -0.061, -0.243, 0.445, -0.250, -0.193, -0.137, -0.222, -0.100, 0.086, 0.092, 0.064, 0.091, 0.082, 0.090, 0.071, 0.097, 0.093, -0.118, -0.213, 0.509, -0.271, -0.201, -0.198, -0.245, -0.062, 0.086, 0.086, 0.086, 0.091, 0.098, 0.097, 0.088, 0.084, 0.083, -0.038, -0.177, -0.054, -0.351, -0.014, 0.077, 0.084, 0.086, 0.088, 0.084, 0.086, 0.130, -0.056, -0.195, -0.063, -0.266, -0.040, 0.079, 0.084, 0.085, 0.078, 0.084, 0.083, 0.129, -0.062, -0.178, -0.049, -0.345, 0.007, 0.079, 0.075, 0.086, 0.088, 0.080, 0.091, 0.130]}